21
Properties=species:S:1:pos:R:3 method="wB97M-V/def2-TZVPD" homo_energy_ev=-8.021 multiplicity=1 total_energy_ha=-274.98392 gap_ev=9.02
C -0.8064 1.6664 0.7359
C -0.6020 0.2711 0.1373
C -1.0528 0.2491 -1.3255
C -1.1490 -0.8862 0.9428
C 0.9809 -0.0146 0.2265
C 1.9358 0.0997 -0.8487
C 1.3221 -1.4527 0.2696
H -0.5727 1.6723 1.8082
H -0.1200 2.3698 0.2428
H -1.8264 2.0467 0.6075
H -2.1089 0.5285 -1.4430
H -0.4462 0.9537 -1.9084
H -0.9258 -0.7470 -1.7692
H -0.1647 -1.5880 1.0077
H -1.4438 -0.6365 1.9674
H -1.8926 -1.5128 0.4425
H 1.3778 0.4835 1.1187
H 1.7506 -0.3499 -1.8151
H 2.7320 0.8617 -0.8396
H 2.0157 -1.8988 0.9706
H 0.9962 -2.1161 -0.5280